Here is an isolated molecule of CH2N2OS2 from the Open Molecules 2025 dataset. Energies are from wB97M-V/def2-TZVPD.

Last column: natural (NBO) charge in e.
Cartesian coordinates (Å):
C -0.755 -0.030 0.048  -0.094
N 1.934 0.078 0.080  0.382
N 0.363 -0.692 -0.062  -0.577
O 2.826 -0.679 0.080  -0.178
S -2.272 -0.665 0.077  -0.125
S -0.658 1.740 0.065  0.011
H 0.488 -1.638 0.260  0.398
H -1.927 1.885 -0.549  0.183

The HOMO-LUMO gap (alpha / beta) is 6.830 / 6.831 eV. As for the energy above the lowest of the compared OMol25 structures with the same formula, charge and spin: 225.3 kJ/mol. Its HOMO energy (alpha / beta) is -8.44 / -8.44 eV.